Run P
{
  "formula": "C6H11NO2",
  "method": "ωB97M-V with the def2-TZVPD basis set",
  "species": ["H", "H", "O", "H", "H", "C", "H", "H", "C", "C", "H", "C", "O", "H", "H", "H", "C", "N", "C", "H"],
  "coordinates": [[0.511, 1.877, 0.449], [0.995, 1.371, -1.985], [-1.641, 1.399, -1.350], [1.922, -0.198, -2.288], [-1.696, 1.536, 1.232], [0.298, 0.919, 0.909], [-0.180, -2.231, -0.367], [1.463, -2.154, -0.971], [-1.447, 0.422, -0.668], [0.943, 0.580, 2.085], [1.143, -1.762, 0.715], [0.545, -0.217, -0.662], [-2.155, -0.740, -0.751], [1.950, 0.935, 2.255], [-2.643, -0.708, -1.589], [0.627, -0.282, 2.662], [0.752, -1.662, -0.302], [-1.170, 0.715, 0.909], [1.185, 0.340, -1.698], [-1.402, -0.139, 1.416]],
  "homo_energy_ev": [-7.2, -7.2],
  "homo_lumo_gap_ev": [7.424, 7.422],
  "lumo_ha": [0.0079, 0.0079]
}



Run Q
{
  "formula": "C6H11NO2",
  "method": "ωB97M-V with the def2-TZVPD basis set",
  "species": ["H", "C", "H", "C", "H", "H", "O", "H", "H", "N", "C", "H", "H", "H", "H", "H", "C", "C", "C", "O"],
  "coordinates": [[-3.244, -0.035, -0.739], [1.010, 0.889, -1.366], [-0.772, 2.271, 0.099], [1.125, -0.277, -0.339], [0.086, -3.080, -0.112], [0.931, 1.873, -0.748], [-3.049, 0.613, -0.062], [-0.150, 1.277, 1.256], [-1.794, 2.082, 1.498], [0.165, -1.075, 0.048], [-1.663, 0.399, 0.065], [0.162, 0.554, -2.096], [-0.168, -2.416, 1.458], [1.501, -2.249, 0.921], [1.894, 0.839, -1.845], [2.237, -0.480, -0.083], [-1.246, -0.852, -0.283], [-1.137, 1.586, 0.780], [0.428, -2.389, 0.617], [-2.050, -1.693, -0.685]],
  "homo_energy_ev": [-6.6, -6.6],
  "homo_lumo_gap_ev": [6.636, 6.638],
  "lumo_ha": [0.0007, 0.0008]
}



Run R
{
  "formula": "C6H11NO2",
  "method": "ωB97M-V with the def2-TZVPD basis set",
  "species": ["C", "C", "H", "N", "C", "H", "H", "C", "O", "H", "H", "O", "H", "H", "H", "C", "H", "C", "H", "H"],
  "coordinates": [[-1.555, 0.655, -1.070], [-1.408, -0.193, 1.293], [0.955, 1.753, -1.294], [1.299, 1.769, -0.351], [0.757, 0.969, 0.604], [-2.547, 0.201, -1.063], [2.097, -0.551, -0.269], [1.370, -1.348, -0.161], [1.904, -2.590, 0.017], [-1.774, 0.757, 1.681], [1.898, 2.527, -0.058], [1.103, 0.997, 1.759], [-0.511, -2.016, -0.886], [-1.694, 1.714, -0.845], [-2.260, -0.856, 1.121], [0.049, -1.196, -0.450], [2.867, -2.542, 0.028], [-0.663, 0.002, -0.024], [-1.137, 0.568, -2.073], [-0.751, -0.621, 2.039]],
  "homo_energy_ev": -8.3,
  "homo_lumo_gap_ev": 9.013,
  "lumo_ha": 0.0261
}



run R takes first place; second place is 0.0794 hartree up.



Run P
{
  "formula": "C6H11NO2",
  "method": "ωB97M-V with the def2-TZVPD basis set",
  "species": ["H", "H", "H", "O", "H", "C", "H", "N", "C", "H", "C", "C", "H", "H", "O", "C", "H", "C", "H", "H"],
  "coordinates": [[0.463, -2.174, -1.724], [1.972, -3.369, -0.239], [0.363, 1.401, -2.202], [-1.198, -0.270, -1.375], [1.342, 0.910, 1.269], [1.617, -2.368, 0.004], [1.943, -1.981, 0.965], [-0.209, -0.028, 0.695], [0.744, -1.731, -0.769], [1.774, 0.477, -1.873], [-2.347, 1.278, 1.721], [-0.008, -0.100, -0.692], [1.272, 1.712, -0.778], [-2.731, 0.312, 2.051], [0.900, 0.078, 1.515], [0.886, 0.891, -1.388], [-0.866, 2.244, 0.607], [-1.252, 1.286, 0.961], [-1.782, -0.744, -0.759], [-2.884, 2.177, 2.013]],
  "homo_energy_ev": -8.9,
  "homo_lumo_gap_ev": 9.667,
  "lumo_ha": 0.0298
}



Run Q
{
  "formula": "C6H11NO2",
  "method": "ωB97M-V with the def2-TZVPD basis set",
  "species": ["H", "H", "C", "H", "C", "C", "C", "H", "O", "H", "H", "N", "O", "C", "H", "H", "C", "H", "H", "H"],
  "coordinates": [[-2.816, 0.234, 0.402], [2.648, 0.871, -1.240], [0.291, -1.756, 0.216], [-1.390, 0.170, 1.483], [0.869, 0.448, -0.151], [1.279, 1.192, 1.088], [-0.991, 0.334, -0.657], [1.354, -0.083, -2.139], [0.997, -2.720, 0.003], [0.137, -1.368, 1.232], [-1.906, 1.698, 0.714], [-0.879, -1.496, -0.683], [-1.258, 0.866, -1.721], [1.654, 0.430, -1.231], [1.310, 0.535, 1.963], [2.271, 1.642, 0.984], [-1.808, 0.622, 0.584], [0.595, 2.019, 1.303], [-0.637, -1.597, -1.666], [-1.718, -2.041, -0.484]],
  "homo_energy_ev": -8.6,
  "homo_lumo_gap_ev": 8.647,
  "lumo_ha": 0.0031
}



run Q takes first place; second place is 0.0607 hartree up.



Run P
{
  "formula": "C2H3ClSi",
  "method": "ωB97M-V with the def2-TZVPD basis set",
  "species": ["Cl", "Si", "H", "H", "C", "C", "H"],
  "coordinates": [[-1.959, 1.158, 1.339], [0.780, 0.361, -0.899], [0.084, 0.177, -2.216], [1.844, 1.220, -0.715], [-0.163, -0.817, 0.172], [-0.843, 0.253, 0.518], [0.257, -2.351, 1.801]],
  "homo_energy_ev": [-9.2, -7.4],
  "homo_lumo_gap_ev": [8.290, 7.012],
  "lumo_ha": [-0.0318, -0.0157]
}



Run Q
{
  "formula": "C2H3ClSi",
  "method": "ωB97M-V with the def2-TZVPD basis set",
  "species": ["C", "Si", "H", "H", "C", "H", "Cl"],
  "coordinates": [[-0.146, 0.115, -1.537], [-0.665, 0.120, 1.070], [0.043, -0.099, -2.569], [-0.461, 1.280, 1.799], [0.397, -0.073, -0.399], [-1.827, -0.702, 1.572], [2.658, -0.642, 0.064]],
  "homo_energy_ev": [-8.3, -8.3],
  "homo_lumo_gap_ev": [6.002, 6.001],
  "lumo_ha": [-0.0853, -0.0853]
}



run Q takes first place; second place is 0.0763 hartree up.



Run P
{
  "formula": "C3H9N3O2",
  "method": "ωB97M-V with the def2-TZVPD basis set",
  "species": ["N", "C", "H", "H", "N", "C", "N", "H", "H", "H", "O", "H", "H", "H", "O", "C", "H"],
  "coordinates": [[0.952, 1.549, 1.228], [-0.130, -0.567, 1.634], [-0.533, -1.538, -1.532], [1.679, -0.493, -1.311], [-0.417, -0.535, -1.509], [-1.227, 0.157, -0.690], [-0.172, -1.807, 1.450], [0.917, 1.038, -1.791], [0.183, 1.809, 0.503], [0.637, 1.843, 2.173], [1.021, 0.170, 1.214], [-0.848, -2.297, 2.032], [1.031, -0.279, -2.983], [-0.727, 0.023, 2.356], [-1.104, 1.360, -0.435], [0.882, -0.047, -1.922], [-2.145, -0.387, -0.418]],
  "homo_energy_ev": -9.4,
  "homo_lumo_gap_ev": 10.277,
  "lumo_ha": 0.0319
}



Run Q
{
  "formula": "C3H9N3O2",
  "method": "ωB97M-V with the def2-TZVPD basis set",
  "species": ["H", "C", "H", "H", "C", "O", "N", "H", "C", "N", "H", "H", "H", "H", "N", "H", "O"],
  "coordinates": [[0.350, -0.986, -1.187], [-2.118, 0.049, -0.383], [2.085, 1.246, -0.388], [-3.638, -0.090, 0.948], [0.259, -0.779, -0.116], [-0.196, 1.529, -0.566], [2.469, 0.310, -0.343], [2.123, -1.519, 0.576], [1.634, -0.544, 0.500], [-0.664, 0.353, 0.077], [-1.443, 0.398, 1.182], [1.493, -0.171, 1.526], [-0.459, 1.421, -1.499], [-0.229, -1.627, 0.369], [-2.648, 0.075, 0.826], [3.410, 0.368, 0.026], [-2.429, -0.032, -1.547]],
  "homo_energy_ev": -9.6,
  "homo_lumo_gap_ev": 10.503,
  "lumo_ha": 0.0320
}



run P takes first place; second place is 0.0127 hartree up.



Run P
{
  "formula": "C3H9N3O2",
  "method": "ωB97M-V with the def2-TZVPD basis set",
  "species": ["N", "O", "H", "C", "H", "O", "N", "H", "C", "H", "H", "C", "N", "H", "H", "H", "H"],
  "coordinates": [[-3.311, -0.654, 0.177], [-0.882, 1.815, -0.009], [1.795, -0.936, 1.146], [1.788, -0.070, 0.489], [3.295, -0.548, -0.896], [0.910, -0.364, -0.639], [-0.483, -0.440, -0.258], [3.076, 1.104, -0.716], [3.157, 0.195, -0.172], [-3.190, 1.307, -0.300], [3.948, 0.243, 0.604], [-1.268, 0.694, -0.196], [-2.635, 0.478, -0.345], [1.357, 0.797, 1.017], [-0.850, -1.334, -0.629], [-3.170, -0.902, 1.160], [-3.535, -1.383, -0.433]],
  "homo_energy_ev": -9.5,
  "homo_lumo_gap_ev": 10.337,
  "lumo_ha": 0.0307
}



Run Q
{
  "formula": "C3H9N3O2",
  "method": "ωB97M-V with the def2-TZVPD basis set",
  "species": ["H", "H", "H", "H", "H", "O", "H", "H", "H", "C", "N", "N", "H", "O", "C", "C", "N"],
  "coordinates": [[2.914, 0.339, 0.947], [-1.979, 0.691, 1.132], [0.831, 0.466, -1.958], [-0.870, -2.615, 0.837], [-2.867, 0.609, -0.296], [1.056, 2.051, 0.714], [1.959, -0.777, -0.059], [3.156, 0.252, -0.811], [-0.102, 1.807, -1.492], [2.418, 0.211, -0.010], [0.770, 1.300, -1.397], [-1.099, -1.666, 1.077], [-1.459, -1.565, 2.010], [-1.815, -1.438, -1.077], [-1.805, -1.041, 0.067], [1.369, 1.279, -0.165], [-2.476, 0.097, 0.482]],
  "homo_energy_ev": -9.9,
  "homo_lumo_gap_ev": 10.569,
  "lumo_ha": 0.0254
}



run Q takes first place; second place is 0.1553 hartree up.